[1]
{"formula": "C3H10O3S2", "method": "the ωB97M-V functional and the def2-TZVPD basis", "species": ["O", "C", "C", "C", "S", "S", "H", "H", "H", "H", "H", "H", "O", "H", "H", "O", "H", "H"], "xyz": [[0.74, -3.45, -0.63], [0.29, -2.34, -0.80], [1.18, -1.10, -0.64], [0.66, -0.18, 0.48], [1.41, 1.46, 0.50], [2.85, 1.59, 1.88], [-0.80, -2.23, -0.80], [2.22, -1.37, -0.55], [1.02, -0.51, -1.56], [-0.43, -0.17, 0.45], [0.76, -0.67, 1.45], [2.28, 1.96, 3.00], [-2.40, 2.33, 0.07], [-1.91, 2.43, 0.91], [-1.67, 2.32, -0.59], [-1.80, -0.27, -1.02], [-2.27, 0.15, -0.29], [-2.12, 0.05, -1.86]], "e_homo_ev": -9.243, "smiles": "O=CCCSS.O.O", "lumo_energy_ev": 0.23, "charge": 0, "orbital_gap_ev": 9.48}

=====

[2]
{"formula": "C3H10O3SSi", "method": "the ωB97M-V functional and the def2-TZVPD basis", "species": ["O", "Si", "O", "H", "H", "C", "C", "C", "S", "O", "H", "H", "H", "H", "H", "H", "H", "H"], "xyz": [[4.16, -1.42, 0.51], [4.67, -0.03, 0.19], [3.75, 0.99, -0.71], [5.94, 0.67, 0.41], [2.94, 0.72, -1.08], [-2.82, -1.09, 0.57], [-1.81, 0.00, 0.84], [-1.71, 0.95, -0.42], [-0.76, 0.27, -1.82], [0.85, 0.44, -1.22], [-3.35, -1.57, 1.42], [-3.45, -0.73, -0.19], [-2.14, -1.91, 0.07], [-0.81, -0.29, 1.30], [-2.21, 0.67, 1.63], [-1.48, 1.90, 0.01], [-2.67, 0.82, -0.85], [0.91, -0.39, -0.66]], "e_homo_ev": -9.187, "smiles": "O=[SiH]O.CCCSO", "lumo_energy_ev": 0.29, "charge": 0, "orbital_gap_ev": 9.48}

=====

[3]
{"formula": "C3H10O4", "method": "the ωB97M-V functional and the def2-TZVPD basis", "species": ["O", "C", "C", "C", "O", "H", "H", "H", "H", "H", "H", "O", "H", "H", "O", "H", "H"], "xyz": [[2.77, 0.49, -0.68], [2.16, 1.13, 0.12], [1.60, 0.58, 1.42], [1.90, -1.01, 1.54], [1.09, -1.46, 2.56], [2.11, 2.23, -0.04], [1.92, 1.17, 2.39], [0.50, 0.68, 1.39], [1.59, -1.53, 0.61], [2.90, -1.24, 1.70], [0.77, -2.29, 2.30], [-3.61, -1.35, -0.70], [-2.81, -1.81, -0.32], [-3.41, -1.04, -1.59], [-2.79, 1.86, -3.53], [-3.23, 1.53, -4.22], [-3.47, 2.05, -2.95]], "e_homo_ev": -9.845, "smiles": "O=CCCO.O.O", "lumo_energy_ev": 0.38, "charge": 0, "orbital_gap_ev": 10.22}

=====

[4]
{"formula": "C3H10O5Si2", "method": "the ωB97M-V functional and the def2-TZVPD basis", "species": ["C", "C", "O", "Si", "O", "Si", "H", "H", "H", "H", "H", "H", "H", "H", "H", "H", "C", "O", "O", "O"], "xyz": [[1.30, -0.25, 0.18], [1.68, 1.24, 0.26], [0.70, 2.04, 0.95], [-0.65, 2.36, 0.00], [-2.00, 1.72, 0.82], [-2.74, 0.42, -0.02], [0.27, -0.45, -0.14], [1.47, -0.78, 1.12], [1.94, -0.70, -0.59], [2.61, 1.32, 0.83], [1.89, 1.64, -0.75], [-0.49, 1.76, -1.34], [-0.91, 3.80, -0.18], [-3.20, 0.89, -1.35], [-1.92, -0.79, -0.09], [-3.97, 0.08, 0.74], [1.01, -3.59, -0.07], [1.25, -3.54, 1.19], [0.00, -2.96, -0.64], [1.77, -4.24, -0.93]], "e_homo_ev": 2.331, "lumo_energy_ev": 4.97, "charge": -2, "orbital_gap_ev": 2.63}